Density functional theory data (ωB97M-V with the def2-TZVPD basis set) for C13H10Cl2MnN4S2 as an isolated structure.

Summary:
⟨S²⟩ ... 8.7582
Total charge ... 0
Spin multiplicity ... 6
HOMO energy (alpha / beta) ... -7.4 / -7.7 eV

CARTESIAN COORDINATES (ANGSTROEM)
Mn1 -0.81906 -0.89434 -0.11559
N1 -4.51540 -3.19656 -0.88757
C1 -3.44321 -2.38553 -0.80815
S1 -2.40996 -2.54415 0.56083
N2 -3.32264 -1.57534 -1.87200
N3 -2.21984 -0.80211 -1.77227
C2 -1.99606 0.08000 -2.66526
C3 -0.79196 0.93648 -2.48898
C4 -0.42678 1.87396 -3.43398
C5 0.70918 2.64090 -3.20165
C6 1.43895 2.43871 -2.04579
C7 1.00451 1.46896 -1.15334
N4 -0.09062 0.74540 -1.36703
H1 -4.60043 -3.94638 -0.22600
H2 -5.01632 -3.24384 -1.75893
H3 -2.66214 0.21131 -3.51506
H4 -1.01882 1.99397 -4.33180
H5 1.01854 3.38428 -3.92534
H6 2.33080 3.00990 -1.83066
H7 1.54816 1.24383 -0.24344
Cl1 -0.71264 0.47723 2.03379
C8 0.91581 0.13563 2.63354
C9 1.28163 0.86931 3.74778
C10 2.53200 0.66863 4.30170
C11 3.38009 -0.26075 3.72121
C12 2.98074 -0.97589 2.60699
Cl2 4.11897 -2.11444 1.95775
C13 1.71878 -0.82134 1.99728
S2 1.27320 -1.78498 0.60480
H8 0.58850 1.58286 4.17237
H9 2.84129 1.22687 5.17490
H10 4.36472 -0.44259 4.12993

Results of the Mulliken charge analysis, in e, for atoms 1 through 4:
1 Mn -0.128
2 N -0.374
3 C 0.627
4 S -0.481

Density functional theory data (ωB97M-V with the def2-TZVPD basis set) for C6H10O as an isolated structure.

Summary:
Total charge ... 0
HOMO energy ... -7.4 eV

CARTESIAN COORDINATES (ANGSTROEM)
C1 -0.56849 -1.94330 0.90245
C2 -0.55233 -0.57779 1.49551
C3 1.01619 0.53358 0.54026
C4 1.44997 1.49496 -0.51181
C5 0.43292 1.55430 -1.36375
C6 -0.59387 0.78293 -0.62200
O1 -1.32258 -0.13984 -1.33010
H1 0.41456 -2.43087 0.91478
H2 -1.20392 -2.48498 1.62687
H3 -1.03959 -2.07814 -0.08226
H4 -1.52769 -0.11303 1.30088
H5 1.47630 -0.44399 0.38423
H6 1.26782 0.87832 1.54623
H7 2.39181 2.03223 -0.50194
H8 0.32047 2.06020 -2.31875
H9 -1.27671 1.38232 -0.02279
H10 -0.74709 -0.52464 -2.00673

Results of the Mulliken charge analysis, in e, for atoms 1 through 4:
1 C -0.821
2 C -0.355
3 C -0.724
4 C -0.131

Density functional theory data (ωB97M-V with the def2-TZVPD basis set) for C28H29AsOP2S2W as an isolated structure.

Summary:
Total charge ... +4
HOMO energy ... -19.5 eV

CARTESIAN COORDINATES (ANGSTROEM)
W1 0.14644 0.29289 1.37276
S1 2.39943 0.92068 1.51636
P1 1.73024 2.71217 0.56959
C1 0.15220 1.95594 0.34352
P2 -1.60176 2.10106 0.18249
S2 -1.72264 0.05417 -0.11697
C2 -1.86239 2.29243 1.99033
C3 -1.50556 1.12602 2.80654
C4 -1.33565 1.32416 4.21630
C5 -1.47634 2.56999 4.77610
C6 -1.82428 3.65432 3.96284
C7 -1.97298 3.53022 2.57332
C8 -2.46762 3.21179 -0.83550
C9 -3.72778 3.67090 -0.41388
C10 -4.46380 4.46453 -1.27330
C11 -3.95719 4.78112 -2.53094
C12 -2.71607 4.30446 -2.95160
C13 -1.96301 3.50857 -2.11206
C14 1.73760 4.06942 1.70382
C15 2.15239 5.31549 1.21035
C16 2.19527 6.40892 2.06197
C17 1.85799 6.26061 3.40012
C18 1.46739 5.01516 3.89434
C19 1.40082 3.92125 3.05391
C20 2.63836 3.03320 -0.90265
C21 3.97691 2.64562 -0.99978
C22 4.70501 3.02623 -2.11537
C23 4.10077 3.77626 -3.11705
C24 2.76437 4.15701 -3.01665
C25 2.02141 3.78644 -1.91132
H1 -2.06576 0.21066 2.57090
H2 -1.17308 0.45966 4.84955
H3 -1.38269 2.70397 5.84604
H4 -1.98845 4.62466 4.41842
H5 -2.18164 4.40931 1.97595
H6 -4.13177 3.40601 0.55584
H7 -5.43507 4.83163 -0.97065
H8 -4.54254 5.40093 -3.19811
H9 -2.34998 4.54902 -3.93940
H10 -1.01122 3.10909 -2.44359
H11 2.45724 5.43783 0.18013
H12 2.51545 7.36956 1.68203
H13 1.91874 7.10968 4.06852
H14 1.25187 4.89850 4.94877
H15 1.13260 2.95871 3.47838
H16 4.45732 2.06890 -0.21817
H17 5.74424 2.73983 -2.20213
H18 4.67528 4.07007 -3.98581
H19 2.30967 4.74704 -3.80082
H20 0.98834 4.10445 -1.82259
C26 1.68747 -3.37690 -0.84577
As1 0.78768 -3.28324 0.82542
C27 -0.97107 -4.00708 0.79426
C28 1.83553 -3.86060 2.30376
O1 0.53403 -1.50571 1.13564
H21 1.92241 -4.42962 -1.02526
H22 2.61285 -2.80526 -0.79624
H23 1.03467 -3.01222 -1.63718
H24 -0.86389 -5.08562 0.64791
H25 -1.53068 -3.58681 -0.03989
H26 -1.46820 -3.82297 1.74532
H27 1.84033 -4.95387 2.27336
H28 1.37926 -3.53255 3.23628
H29 2.85428 -3.48947 2.20559

Results of the Mulliken charge analysis, in e, for atoms 1 through 4:
1 W 0.219
2 S -0.358
3 P 0.973
4 C -0.107

Density functional theory data (ωB97M-V with the def2-TZVPD basis set) for a 8-piece molecular cluster, C54H59BrCl2IN8O7PS overall.

Summary:
Total charge ... 0
SMILES string ... C[C@H](Cl)Cc1c(Br)c(O)c(COc2ccccc2)c2c1N(C)c1c(CP(=O)(O)O)c(Cl)c(I)c(CC(=O)O)c1S2.c1cc[nH]c1.c1cc[nH]c1.c1cc[nH]c1.c1cc[nH]c1.c1cc[nH]c1.c1cc[nH]c1.c1cc[nH]c1
HOMO energy ... -7.6 eV

CARTESIAN COORDINATES (ANGSTROEM)
C1 8.05380 -0.82985 -0.95372
C2 6.55001 -0.95210 -1.55465
Cl1 6.19643 0.65764 -2.41369
C3 5.49489 -1.05735 -0.34727
C4 4.52396 -2.32395 -0.41946
C5 4.98050 -3.79086 -0.58052
Br1 6.91515 -4.24333 -0.75514
C6 4.00760 -5.02625 -0.60636
O1 4.55516 -6.34285 -0.76177
C7 2.47554 -4.78106 -0.46064
C8 1.51095 -6.05365 -0.44450
O2 1.16311 -6.56868 -1.75651
C9 1.12464 -5.54447 -2.74298
C10 -0.14276 -4.65885 -2.96464
C11 -0.25221 -3.55342 -4.04412
C12 0.95741 -3.26682 -4.97216
C13 2.22744 -4.12871 -4.76328
C14 2.32904 -5.24853 -3.70914
C15 2.00865 -3.31732 -0.31394
C16 2.97479 -2.07395 -0.28740
N1 2.49682 -0.68716 -0.10943
C17 1.98200 -0.12130 -1.40511
C18 1.52753 -0.55625 0.99052
C19 1.70162 0.57351 2.05238
C20 2.92055 1.60418 1.91498
P1 2.66343 2.90071 0.54871
O3 2.85812 4.30812 1.14918
O4 1.12513 2.83478 -0.16792
O5 3.90126 2.63324 -0.59671
C21 0.68115 0.69042 3.24579
Cl2 0.83075 1.95563 4.57030
C22 -0.53704 -0.30262 3.39184
I1 -1.90404 -0.08414 5.07995
C23 -0.72784 -1.42729 2.34482
C24 -1.91812 -2.50944 2.37380
C25 -3.11044 -2.15694 1.37412
O6 -4.21474 -1.73933 1.82484
O7 -2.93687 -2.35003 -0.01876
C26 0.30110 -1.53576 1.17986
S1 0.20062 -2.88401 -0.11032
H1 8.24845 0.24028 -0.56804
H2 8.17586 -1.54130 -0.06837
H3 8.83848 -1.02174 -1.77043
H4 6.52633 -1.84060 -2.27576
H5 6.11208 -1.17928 0.61916
H6 4.93244 -0.05892 -0.21721
H7 5.06674 -6.28444 -1.59968
H8 2.10398 -6.89497 0.08167
H9 0.59587 -5.86983 0.23639
H10 -1.06926 -4.84403 -2.30558
H11 -1.19782 -2.92546 -4.21070
H12 0.90902 -2.45230 -5.78000
H13 3.13523 -3.93357 -5.42030
H14 3.25339 -5.90865 -3.53574
H15 0.87842 0.15745 -1.29518
H16 2.09901 -0.87823 -2.26998
H17 2.53905 0.83946 -1.72800
H18 3.88448 1.00156 1.72816
H19 3.02005 2.18806 2.90261
H20 0.78003 1.91289 -0.15173
H21 4.04969 3.47231 -1.08740
H22 -2.34381 -2.51788 3.43224
H23 -1.45291 -3.52996 2.11101
H24 -3.60042 -1.75965 -0.46122
N2 -3.51993 -5.86373 3.13688
C27 -4.05988 -7.12156 3.17264
C28 -3.55408 -7.76850 4.27355
C29 -2.68096 -6.86592 4.92987
C30 -2.68169 -5.69786 4.20798
H25 -3.71032 -5.16881 2.43335
H26 -4.75420 -7.44714 2.41302
H27 -3.78768 -8.77913 4.57400
H28 -2.11517 -7.05028 5.83113
H29 -2.15895 -4.76618 4.36252
N3 -4.00868 1.24732 0.86464
C31 -4.62807 2.37228 1.33750
C32 -4.32058 3.41286 0.49358
C33 -3.48932 2.89474 -0.52965
C34 -3.31610 1.55532 -0.27636
H30 -4.05497 0.33347 1.28923
H31 -5.23137 2.33647 2.23200
H32 -4.65782 4.43332 0.60072
H33 -3.06516 3.44060 -1.35964
H34 -2.75980 0.79704 -0.80786
N4 -7.22736 4.56220 -1.21263
C35 -7.48655 5.24054 -2.37367
C36 -7.78798 6.54037 -2.04768
C37 -7.70206 6.65256 -0.63855
C38 -7.35158 5.41745 -0.15012
H35 -6.98246 3.58689 -1.14967
H36 -7.43580 4.74060 -3.32904
H37 -8.04120 7.32392 -2.74651
H38 -7.87667 7.53898 -0.04666
H39 -7.18164 5.07385 0.85900
N5 1.20509 8.34911 1.76143
C39 -0.09221 8.72943 1.98370
C40 -0.88459 7.61262 1.87696
C41 -0.03335 6.51705 1.58519
C42 1.25036 7.00094 1.52274
H40 2.00159 8.96453 1.77262
H41 -0.33847 9.75880 2.19638
H42 -1.95779 7.58653 1.99677
H43 -0.32730 5.48817 1.43782
H44 2.18844 6.50402 1.32850
N6 2.91561 -2.15455 4.07360
C43 3.72228 -3.20041 3.71039
C44 4.26896 -3.73052 4.85580
C45 3.76708 -2.97944 5.94833
C46 2.93688 -2.01716 5.43017
H45 2.38809 -1.57277 3.44038
H46 3.83819 -3.47582 2.67214
H47 4.95094 -4.56680 4.90161
H48 3.98807 -3.12732 6.99517
H49 2.35609 -1.24447 5.91157
N7 -13.39621 6.36070 -1.71347
C47 -12.16405 5.93751 -2.13758
C48 -11.29142 6.04924 -1.08299
C49 -12.02496 6.55287 0.01992
C50 -13.32121 6.73282 -0.39776
H50 -14.22750 6.39240 -2.28046
H51 -12.01511 5.59596 -3.15072
H52 -10.24185 5.79546 -1.10250
H53 -11.64656 6.76020 1.01011
H54 -14.19368 7.09360 0.12574
N8 8.82750 -1.71586 -4.96529
C51 8.53984 -0.37724 -4.91500
C52 9.32242 0.25865 -5.84757
C53 10.10689 -0.73307 -6.48809
C54 9.77829 -1.94177 -5.92534
H55 8.40517 -2.42385 -4.38713
H56 7.80613 0.00581 -4.22054
H57 9.32878 1.31992 -6.04763
H58 10.83127 -0.57935 -7.27433
H59 10.13846 -2.93998 -6.12341

Results of the Mulliken charge analysis, in e, for atoms 1 through 4:
1 C -1.128
2 C 0.234
3 Cl -0.289
4 C -0.385

Listing total energy for the structures above in their given order: -3588.2529, -309.5936, -4940.0374, -7589.0337 Ha.